# 1
Computed, not measured: a structure of composition C16H32AgCl3O4, with the ωB97M-V functional and the def2-TZVPD basis.

```
56
Properties=species:S:1:pos:R:3:forces:R:3:nbo_charge:R:1
Ag 0.256 0.473 0.349 -0.575 1.543 0.735 0.88
C -2.256 3.167 1.277 -0.893 0.588 0.263 -0.63
C -0.824 3.600 1.573 0.225 -0.114 -0.564 0.12
C -0.666 4.103 3.013 -0.432 -0.750 0.214 -0.63
O 0.078 2.613 1.247 0.523 -0.635 0.322 -1.05
H -2.951 4.019 1.224 0.191 0.084 -0.060 0.19
H -2.692 2.544 2.067 0.309 -0.318 -0.133 0.19
H -2.306 2.666 0.310 0.101 -0.182 0.045 0.20
H -0.636 4.501 0.958 -0.040 0.067 -0.232 0.10
H -1.362 4.914 3.237 0.210 0.226 -0.028 0.20
H 0.372 4.378 3.197 -0.012 0.272 -0.025 0.20
H -0.926 3.292 3.709 -0.020 0.146 -0.040 0.17
C 0.605 1.040 3.835 -0.216 -0.055 0.131 -0.27
Cl 0.937 0.638 5.534 0.050 0.144 -0.157 0.00
Cl -1.047 0.506 3.437 0.446 -0.067 0.043 0.01
Cl 1.837 0.331 2.793 0.033 -0.265 0.116 0.01
H 0.668 2.109 3.671 -0.160 -0.058 -0.007 0.27
C 4.365 0.073 -1.525 -0.306 0.295 -0.772 -0.43
C 3.552 -0.023 -2.821 -0.141 -1.161 -0.220 -0.43
C 2.329 0.784 -2.461 0.543 0.919 -0.085 -0.06
O 2.082 0.519 -1.073 0.175 -0.152 -0.364 -0.58
C 3.247 0.000 -0.478 1.983 -0.696 0.311 -0.07
H 4.877 1.038 -1.538 0.042 -0.048 0.314 0.21
H 5.095 -0.728 -1.440 0.031 0.048 0.155 0.22
H 3.285 -1.070 -3.019 -0.061 0.064 0.163 0.19
H 4.065 0.302 -3.725 0.023 0.351 0.131 0.22
H 1.424 0.629 -3.040 -0.053 -0.320 0.060 0.19
H 2.622 1.835 -2.580 -0.345 0.100 0.163 0.17
H 3.176 -1.056 -0.182 -0.720 0.038 -0.150 0.17
H 3.577 0.507 0.433 -0.600 0.479 -0.086 0.20
C -2.844 -0.459 -2.995 -0.354 -0.147 -0.332 -0.44
C -3.378 -1.258 -1.805 -0.123 -0.319 0.374 -0.44
C -2.765 -0.597 -0.573 -0.028 -0.161 0.115 -0.07
O -1.652 0.157 -1.041 -0.213 -0.150 0.011 -0.57
C -1.902 0.590 -2.356 -0.530 -0.212 -1.242 -0.06
H -3.665 0.006 -3.544 0.093 0.239 0.151 0.21
H -2.393 -1.126 -3.731 0.401 0.095 0.209 0.21
H -3.056 -2.300 -1.858 0.025 0.035 -0.046 0.20
H -4.464 -1.276 -1.709 -0.004 0.089 -0.231 0.22
H -2.408 -1.358 0.126 0.203 0.201 0.107 0.18
H -3.458 0.050 -0.030 -0.051 0.114 -0.126 0.19
H -0.951 0.697 -2.876 0.059 -0.096 0.091 0.19
H -2.425 1.548 -2.455 0.198 0.172 0.715 0.18
C -0.335 -3.965 1.130 0.553 0.978 0.821 -0.43
C 0.533 -4.059 -0.105 -0.309 -0.152 -0.603 -0.43
C 0.489 -2.631 -0.625 -0.240 -0.545 0.070 -0.06
O 0.580 -1.825 0.553 0.131 -0.229 -0.195 -0.60
C 0.096 -2.579 1.678 -0.113 -0.648 0.040 -0.07
H -0.105 -4.703 1.896 -0.285 -0.257 -0.162 0.22
H -1.405 -3.897 0.940 0.006 -0.456 -0.276 0.20
H 0.187 -4.755 -0.873 -0.011 -0.066 0.165 0.22
H 1.556 -4.322 0.166 0.008 -0.011 0.016 0.21
H -0.467 -2.425 -1.119 0.040 -0.003 -0.103 0.17
H 1.298 -2.464 -1.337 0.111 0.549 0.252 0.19
H -0.754 -2.096 2.155 0.100 0.375 -0.061 0.19
H 0.905 -2.661 2.404 0.022 0.059 -0.001 0.19
```
Forces are in eV/Å.

gap between HOMO and LUMO = 6.9 eV
electronic energy = -2457.2279 hartree
2S+1 = 1
HOMO level = -6.55 eV

# 2
Computed, not measured: a structure of composition C16H32AgO9S5Tl, with the ωB97M-V functional and the def2-TZVPD basis.

```
64
Properties=species:S:1:pos:R:3:forces:R:3:nbo_charge:R:1
Ag 3.533 -4.120 -1.408 -0.467 0.702 0.365 0.96
Tl -2.578 1.701 1.935 0.419 0.523 0.293 0.95
C 0.443 -0.644 -1.122 -2.881 3.706 1.132 -0.19
C 1.365 -1.576 -0.910 3.152 -4.444 -1.559 0.40
C 2.116 -1.706 0.420 4.027 -4.525 -1.681 0.28
O 3.069 -2.596 0.630 -2.630 1.486 -2.238 -0.57
C 1.842 -0.991 1.508 -3.467 3.318 1.465 -0.10
C 0.689 -0.050 1.383 -1.145 0.381 2.804 0.39
C 0.070 0.265 -0.040 0.918 0.386 0.918 0.41
O -0.653 1.237 -0.113 -0.004 -0.877 -0.206 -0.49
O 0.098 0.404 2.405 1.580 -1.250 -3.076 -0.49
O 1.592 -2.376 -1.886 0.801 0.441 2.193 -0.60
H -0.100 -0.579 -2.053 0.090 -0.063 -0.167 0.26
H 2.274 -1.229 2.469 0.241 0.246 0.022 0.27
C -0.857 -3.117 3.420 0.397 0.598 -0.591 -0.81
S 0.039 -4.467 2.433 -1.643 -1.082 1.033 1.26
O -0.523 -5.755 2.952 0.845 1.039 -0.296 -0.87
C -0.720 -4.230 0.804 -0.821 1.237 -0.034 -0.84
H -0.281 -2.648 4.218 0.525 -0.989 0.186 0.24
H -1.794 -3.487 3.834 0.089 -0.293 -0.335 0.27
H -1.004 -2.226 2.809 -0.444 -0.192 -0.572 0.20
H -1.808 -4.283 0.748 -0.172 -0.690 0.754 0.27
H -0.347 -4.879 0.012 0.496 0.158 0.337 0.26
H -0.617 -3.159 0.634 0.733 0.137 -0.606 0.19
C -1.281 -2.780 -3.880 -0.502 -0.143 1.413 -0.83
S -2.976 -2.409 -4.480 -1.551 -0.285 0.356 1.25
O -4.033 -2.969 -3.540 1.981 0.769 -0.808 -0.91
C -2.784 -0.616 -4.149 0.105 -0.507 0.022 -0.82
H -0.470 -2.414 -4.509 -0.311 -0.058 -0.152 0.24
H -1.166 -3.829 -3.605 -0.210 -0.194 -0.772 0.26
H -1.259 -2.320 -2.892 0.257 0.381 0.038 0.19
H -1.875 -0.421 -4.717 0.042 0.561 0.179 0.22
H -2.676 -0.484 -3.072 0.291 -0.099 0.040 0.20
H -3.602 0.034 -4.459 -0.099 -0.519 -0.377 0.26
C -2.080 2.453 -2.564 0.749 0.722 -0.726 -0.81
S -2.331 4.057 -1.580 -0.056 -0.290 -0.298 1.18
O -1.760 3.796 -0.191 0.035 0.236 -1.336 -0.98
C -1.301 5.325 -2.642 -0.436 -1.440 0.544 -0.75
H -2.699 2.356 -3.456 -0.696 0.538 0.342 0.25
H -2.183 1.543 -1.973 -0.155 0.591 0.380 0.23
H -1.096 2.450 -3.033 0.420 0.053 0.455 0.22
H -1.815 5.441 -3.596 -0.315 -0.260 0.112 0.25
H -0.310 4.922 -2.849 0.056 0.198 0.325 0.22
H -1.314 6.294 -2.143 0.118 -0.329 0.291 0.26
C 1.435 1.735 5.679 -0.250 -1.438 -0.433 -0.78
S -0.435 1.484 5.758 -0.272 1.648 -0.294 1.20
O -1.043 2.070 4.442 1.018 -1.652 1.579 -0.99
C -0.598 -0.365 5.779 0.494 0.177 -1.742 -0.81
H 1.925 0.995 6.311 -0.363 -0.113 0.362 0.24
H 1.850 2.699 5.972 -0.911 0.209 -0.063 0.27
H 1.770 1.467 4.677 -0.258 0.267 -0.235 0.22
H -1.623 -0.644 5.532 -0.192 0.534 0.231 0.25
H -0.286 -0.963 6.635 0.209 0.796 0.318 0.27
H -0.020 -0.653 4.900 0.192 -0.272 0.034 0.21
C 3.673 1.868 -0.572 0.315 -0.932 0.195 -0.84
S 3.504 3.171 -1.837 0.990 -1.216 -1.165 1.28
O 4.599 2.913 -2.860 -1.435 0.295 1.537 -0.88
C 2.001 2.509 -2.644 0.000 0.491 -0.396 -0.83
H 4.727 1.727 -0.332 0.085 0.729 0.168 0.27
H 3.427 0.867 -0.925 -0.355 0.064 -0.763 0.20
H 3.081 1.983 0.336 0.048 0.687 -0.011 0.23
H 2.009 1.420 -2.687 0.136 -0.034 0.140 0.22
H 2.109 2.898 -3.657 0.008 -0.083 -0.094 0.27
H 1.059 2.902 -2.262 0.175 -0.033 0.464 0.23
```
Forces are in eV/Å.

gap between HOMO and LUMO = 2.1 eV
electronic energy = -3615.3840 hartree
2S+1 = 1
HOMO level = -13.37 eV
total charge = +2
ΔE to the lowest compared entry with this formula, charge and spin = 243.2 kJ/mol

# 3
Computed, not measured: a cluster of 8 separate species, C16H32Cl16 in total, with the ωB97M-V functional and the def2-TZVPD basis.

```
64
Properties=species:S:1:pos:R:3:forces:R:3:nbo_charge:R:1
Cl 0.232 -3.590 -0.598 0.096 -0.027 0.114 -0.08
C -0.357 -4.736 -1.836 -0.472 0.645 -0.279 -0.39
C -1.043 -5.909 -1.177 0.618 -0.627 -0.229 -0.37
Cl -0.947 -7.339 -2.270 -0.176 0.118 -0.039 -0.08
H 0.475 -4.971 -2.489 0.140 -0.368 0.249 0.23
H -1.082 -4.180 -2.426 0.076 0.000 -0.060 0.22
H -2.094 -5.722 -0.992 -0.008 0.073 0.155 0.22
H -0.521 -6.218 -0.277 -0.134 0.134 0.134 0.23
Cl -5.215 4.470 -0.969 0.030 -0.082 -0.150 -0.07
C -4.295 4.076 0.513 -0.232 -0.208 -0.036 -0.37
C -4.336 2.579 0.763 -0.142 0.407 -0.597 -0.39
Cl -3.459 2.249 2.267 0.025 -0.172 0.158 -0.06
H -4.778 4.627 1.313 0.189 0.037 0.126 0.22
H -3.271 4.396 0.352 0.014 0.126 0.121 0.22
H -3.842 2.082 -0.068 0.053 -0.160 0.157 0.22
H -5.356 2.208 0.822 0.008 0.022 0.252 0.22
Cl -3.511 2.527 -4.857 0.126 -0.177 0.069 -0.06
C -1.802 2.919 -4.501 -0.124 0.145 -0.211 -0.38
C -1.653 3.591 -3.164 -0.049 0.146 -0.334 -0.39
Cl -1.919 2.476 -1.808 0.087 -0.011 0.112 -0.07
H -1.488 3.617 -5.274 0.038 -0.017 -0.015 0.23
H -1.201 2.018 -4.574 -0.027 -0.062 0.001 0.22
H -2.383 4.392 -3.083 0.094 0.067 0.169 0.23
H -0.638 3.976 -3.096 -0.012 0.040 0.209 0.23
Cl 0.476 2.183 1.357 -0.294 0.053 -0.007 -0.06
C -0.359 0.624 1.209 -0.646 -0.336 -0.088 -0.39
C 0.608 -0.533 1.180 0.785 0.650 -0.126 -0.38
Cl 1.743 -0.483 2.572 -0.221 -0.189 0.165 -0.08
H -0.893 0.641 0.258 0.082 -0.007 -0.030 0.22
H -1.113 0.562 1.989 0.193 0.012 0.204 0.23
H 1.233 -0.396 0.298 0.065 -0.367 -0.013 0.23
H 0.149 -1.515 1.175 -0.260 0.088 -0.076 0.24
Cl -1.008 -4.787 3.374 -0.024 -0.166 -0.083 -0.05
C -0.616 -3.165 3.964 0.134 0.277 -0.012 -0.39
C 0.595 -3.105 4.860 0.055 0.013 0.142 -0.38
Cl 0.510 -4.235 6.237 -0.041 0.068 0.015 -0.06
H -1.482 -2.757 4.479 -0.107 -0.154 -0.042 0.22
H -0.394 -2.554 3.091 -0.115 0.049 0.006 0.22
H 0.635 -2.098 5.273 0.137 -0.009 0.002 0.23
H 1.517 -3.308 4.325 -0.029 -0.084 -0.047 0.22
Cl 4.248 2.303 -0.817 0.002 -0.063 -0.070 -0.06
C 3.327 3.428 0.203 0.053 0.444 0.331 -0.39
C 4.205 4.471 0.864 -0.140 -0.049 -0.131 -0.39
Cl 5.287 3.772 2.092 -0.016 -0.021 -0.081 -0.05
H 2.777 2.862 0.951 0.249 -0.066 -0.148 0.23
H 2.611 3.939 -0.440 -0.010 -0.057 -0.051 0.22
H 3.569 5.193 1.373 -0.017 -0.012 0.008 0.22
H 4.811 4.996 0.128 0.088 -0.040 0.032 0.22
Cl 3.833 -2.405 0.277 -0.152 -0.100 -0.029 -0.07
C 4.905 -1.803 1.568 0.303 0.057 -0.009 -0.38
C 5.134 -0.333 1.349 0.161 0.443 0.339 -0.37
Cl 6.323 0.279 2.558 -0.048 -0.207 -0.065 -0.08
H 5.846 -2.343 1.498 -0.062 -0.093 0.017 0.22
H 4.442 -1.988 2.532 -0.079 -0.073 -0.029 0.22
H 4.231 0.244 1.522 -0.037 -0.036 -0.195 0.23
H 5.545 -0.116 0.370 -0.052 -0.046 -0.034 0.22
Cl -3.101 -2.511 -1.883 -0.005 -0.024 0.222 -0.06
C -2.874 -0.885 -2.551 -0.005 0.238 -0.606 -0.39
C -1.781 -0.803 -3.595 -0.370 0.581 -0.009 -0.39
Cl -0.128 -0.684 -2.939 -0.086 -0.276 0.029 -0.06
H -2.711 -0.156 -1.764 0.069 -0.214 0.202 0.22
H -3.795 -0.609 -3.066 -0.076 -0.125 0.133 0.23
H -1.960 0.136 -4.116 0.063 -0.034 -0.082 0.22
H -1.860 -1.601 -4.327 0.232 -0.176 0.139 0.23
```
Forces are in eV/Å.

gap between HOMO and LUMO = 10.6 eV
electronic energy = -7991.9499 hartree
2S+1 = 1
HOMO level = -10.45 eV
ΔE to the lowest compared entry with this formula, charge and spin = 23.9 kJ/mol

# 4
Computed, not measured: a structure of composition C16H32ClIOP3Re, with the ωB97M-V functional and the def2-TZVPD basis.

```
55
Properties=species:S:1:pos:R:3:forces:R:3:nbo_charge:R:1
C 0.241 0.615 -4.064 -0.089 0.526 -0.385 -0.78
C 0.256 0.830 -2.556 0.538 2.961 0.038 0.38
H 0.230 1.642 -4.497 0.028 -0.758 0.069 0.30
H -0.634 0.041 -4.404 0.259 0.190 0.125 0.26
H 1.135 0.074 -4.411 -0.283 0.177 0.130 0.27
O 0.321 1.969 -2.076 -0.315 -2.741 -0.647 -0.55
I -0.608 -3.097 -2.946 0.101 1.498 -0.383 0.30
Re 0.250 -1.021 -1.580 -0.664 -6.173 2.119 0.29
P 2.345 -0.258 -1.211 4.792 2.176 0.362 1.10
C 2.652 1.113 -0.059 -0.643 0.498 0.080 -0.93
C 3.661 -1.388 -0.673 -0.075 -1.025 -0.089 -0.94
H 4.465 -1.270 -1.396 0.159 0.010 0.185 0.28
H 4.223 0.579 -2.397 -0.164 0.012 -0.084 0.28
H 3.345 -2.429 -0.680 0.359 0.227 -0.042 0.28
H 3.126 -0.245 -3.535 0.149 0.057 0.082 0.26
H 2.302 0.910 0.952 0.185 -0.025 -0.227 0.22
H 4.000 -1.130 0.330 -0.004 0.038 -0.071 0.27
C 3.177 0.440 -2.684 -0.393 0.215 -0.376 -0.92
H 3.737 1.247 -0.027 -0.122 0.011 -0.098 0.29
H 2.745 1.410 -2.959 0.139 -0.246 0.009 0.27
H 2.167 2.017 -0.434 0.132 0.018 0.064 0.28
P -1.792 -0.194 -1.265 -4.953 2.391 -0.035 1.14
C -2.171 1.309 -0.290 0.879 0.145 0.127 -0.94
C -2.804 0.272 -2.733 0.361 -0.218 -0.333 -0.92
H -2.486 -2.392 -0.392 -0.153 0.096 0.018 0.27
H -3.801 -1.405 -1.060 -0.025 -0.100 0.177 0.30
H -3.147 -1.023 0.561 -0.031 -0.072 -0.177 0.25
C -2.901 -1.383 -0.441 0.152 -0.595 0.013 -0.95
H -2.940 -0.579 -3.407 0.011 0.129 0.072 0.27
H -3.771 0.582 -2.318 0.186 -0.148 -0.202 0.27
H -3.123 1.691 -0.664 0.102 -0.044 0.151 0.29
H -1.400 2.068 -0.433 -0.139 0.042 -0.013 0.28
H -2.368 1.114 -3.284 -0.123 -0.166 0.188 0.27
H -2.260 1.068 0.769 -0.074 0.040 -0.104 0.23
Cl 1.162 -3.041 -0.286 -0.502 0.393 -0.734 -0.36
C 1.580 -1.323 2.240 0.394 0.326 -0.058 -0.93
P 0.010 -1.064 1.319 -0.085 -0.291 1.337 1.03
C -0.941 -2.441 2.100 -0.228 -0.245 -0.777 -0.94
C -0.615 0.298 2.446 -0.173 -0.978 -0.835 -0.11
C -1.564 0.087 3.455 -0.739 0.534 0.922 -0.26
C -1.988 1.166 4.235 -0.493 -2.503 -0.143 -0.07
C -1.467 2.442 4.011 0.457 1.359 -0.096 0.05
C -0.506 2.656 3.009 0.932 -0.538 -1.112 -0.13
C -0.095 1.585 2.218 0.099 2.527 0.490 -0.19
H 2.106 -2.153 1.763 -0.039 0.192 0.276 0.30
H 1.318 -1.582 3.273 0.045 0.072 -0.261 0.27
H 2.212 -0.433 2.250 -0.041 -0.204 0.108 0.25
H -0.752 -2.438 3.184 0.110 -0.006 -0.481 0.27
H -2.017 -2.350 1.915 0.288 -0.143 0.067 0.25
H -0.571 -3.370 1.660 -0.191 0.053 0.208 0.30
H -1.983 -0.899 3.649 0.091 0.413 -0.040 0.27
H -2.739 0.990 5.011 0.279 0.174 -0.212 0.28
H -1.820 3.283 4.603 0.040 -0.070 -0.012 0.27
H -0.094 3.648 2.834 -0.172 -0.174 0.096 0.27
H 0.595 1.763 1.381 -0.359 -0.042 0.512 0.25
```
Forces are in eV/Å.

gap between HOMO and LUMO (alpha / beta) = 6.0 / 4.4 eV
electronic energy = -2563.1878 hartree
2S+1 = 4
HOMO level (alpha / beta) = -18.11 / -18.26 eV
total charge = +3
ΔE to the lowest compared entry with this formula, charge and spin = 25.2 kJ/mol